C34H62Br6O14 as an isolated structure, computed with ωB97M-V/def2-TZVPD.

Each line ends with the Mulliken charge.
Element x y z (Å)
C  -5.198153  -0.477054  -0.369857  -1.324
C  -5.640213  -1.688604  0.499603  1.098
C  -7.121313  -2.123034  0.437663  -0.410
O  -7.012853  -3.507044  0.480343  -0.320
C  -5.758063  -3.884094  0.190203  0.618
O  -5.420823  -5.058064  0.123993  -0.613
O  -5.032493  -2.848884  -0.080717  -0.274
H  -5.584433  -0.595234  -1.382247  0.497
H  -4.113193  -0.490624  -0.473617  -0.100
H  -5.583753  0.483136  -0.027157  0.426
H  -5.338873  -1.581364  1.541623  -0.222
H  -7.680593  -1.697604  -0.395587  0.282
H  -7.549123  -1.667804  1.330883  0.356
C  -1.377883  0.339626  1.149103  -0.512
C  -0.971803  0.411816  -0.349447  1.484
C  -0.747873  1.884486  -0.728367  -1.145
O  0.501667  1.915276  -1.336587  0.094
C  1.132947  0.813716  -1.163917  0.616
O  2.258957  0.612026  -1.576227  -0.518
O  0.400447  -0.025144  -0.465487  -0.244
H  -0.782223  0.996476  1.783003  -0.096
H  -1.348233  -0.674214  1.548293  -0.301
H  -2.408103  0.625476  1.361313  0.119
H  -1.690413  -0.048614  -1.027457  -0.213
H  -0.646513  2.550326  0.128653  0.295
H  -1.500153  2.324366  -1.383107  0.431
C  0.680757  -4.085384  4.162113  -1.105
C  1.280117  -3.550694  2.892683  0.564
O  2.305147  -4.037064  2.415903  -0.575
C  0.506227  -2.510214  2.146903  -0.396
H  -0.409173  -4.097354  4.163463  0.165
H  1.149097  -3.450624  4.914333  0.309
H  0.968477  -5.114064  4.379223  0.367
H  1.015277  -1.697094  1.629403  0.059
H  -0.108463  -2.016694  2.899693  0.455
H  -0.184413  -3.076274  1.521843  0.266
C  3.696807  1.642036  1.637863  -0.093
C  2.400067  1.570756  2.434833  0.544
O  1.947867  0.567916  2.947133  -0.590
C  1.635687  2.862856  2.552763  -0.850
H  4.461637  1.180856  2.262743  0.437
H  3.971047  2.672526  1.412103  0.374
H  3.495747  1.137136  0.693013  -0.499
H  1.156207  3.131206  1.611383  -0.178
H  2.134897  3.757766  2.924273  0.423
H  0.784777  2.684586  3.210233  0.395
C  -2.867543  -3.433714  2.328853  -0.473
C  -3.588963  -2.660304  3.396073  0.945
O  -3.566303  -1.436474  3.380213  -0.490
C  -4.237103  -3.441344  4.504053  -1.439
H  -1.944463  -3.777774  2.795363  -0.162
H  -2.648183  -2.790064  1.476973  0.016
H  -3.362033  -4.327694  1.948873  0.477
H  -3.496633  -4.177964  4.815803  0.357
H  -5.025943  -4.055124  4.069183  0.339
H  -4.544423  -2.843414  5.362033  0.340
C  -5.409153  4.194646  2.980353  -1.301
C  -4.703893  2.903046  2.487463  0.715
O  -3.867083  3.021286  1.647253  -0.441
C  -4.971383  1.559176  3.117413  -0.426
H  -6.413033  4.193466  2.555703  0.308
H  -4.900693  5.073346  2.583553  0.335
H  -5.559883  4.358926  4.047313  0.345
H  -4.307253  0.814726  2.678283  -0.203
H  -6.010693  1.246376  3.016993  0.322
H  -4.696773  1.538726  4.172053  0.396
C  -3.943253  0.440306  -5.019277  -1.406
C  -2.920023  0.454166  -3.900137  0.903
O  -3.151393  1.079906  -2.894157  -0.475
C  -1.738723  -0.433834  -3.993277  -0.619
H  -4.293723  -0.585714  -5.131347  0.351
H  -3.331893  0.708706  -5.880847  0.409
H  -4.760173  1.111636  -4.754607  0.285
H  -1.545963  -0.757734  -5.016037  0.394
H  -1.800193  -1.367074  -3.433467  0.271
H  -0.864903  0.114196  -3.640857  -0.054
C  5.699407  -3.491174  1.431653  -1.122
C  5.178087  -2.726724  0.172743  0.525
O  5.893007  -2.694244  -0.815987  -0.553
C  3.779057  -2.132134  0.266593  -0.250
H  6.249227  -2.734104  1.990793  0.263
H  6.350537  -4.355004  1.297823  0.368
H  4.882627  -3.894344  2.030343  0.232
H  3.767247  -1.348504  1.024133  0.124
H  3.130777  -2.942314  0.600423  0.571
H  3.459727  -1.684544  -0.674577  -0.152
C  4.402937  0.026986  -5.615637  -0.571
C  4.636417  -1.308314  -4.957847  0.376
O  5.287907  -2.190294  -5.537017  -0.620
C  4.166657  -1.506074  -3.560757  0.137
H  4.966867  0.736186  -5.009737  0.109
H  3.344767  0.276366  -5.694437  0.122
H  4.770347  -0.028774  -6.640327  0.329
H  4.399367  -2.527264  -3.258887  0.329
H  3.100667  -1.284934  -3.614397  0.159
H  4.617377  -0.726314  -2.946817  -0.380
C  4.926567  2.751526  -1.803587  0.257
C  5.821637  2.112046  -0.810617  0.108
O  6.373887  2.785966  0.051623  -0.652
C  6.066417  0.601326  -0.909737  -0.259
H  5.195197  3.802246  -1.912707  0.524
H  3.873927  2.603396  -1.562547  -0.541
H  5.165477  2.224616  -2.727377  0.112
H  5.103907  0.090366  -0.934527  -0.523
H  6.614927  0.329316  -0.007937  0.383
H  6.688857  0.276956  -1.743687  0.551
C  2.222507  3.440906  -4.258147  1.113
Br  1.173407  2.350356  -5.575717  -0.126
Br  1.305477  5.117366  -3.825287  -0.066
Br  4.092127  3.689516  -4.849717  -0.101
H  2.304907  2.858486  -3.340487  -0.956
C  1.331617  6.136786  0.473583  -0.494
Br  1.576627  7.966226  -0.229337  -0.054
Br  2.895227  5.042466  -0.041227  0.083
Br  -0.268413  5.257086  -0.365077  0.026
H  1.249697  6.212656  1.557853  0.499

Forces on atoms 1 to 6 (eV/Å):
-0.55 -0.93 0.15
-0.35 1.29 -1.61
0.89 2.44 0.88
-1.15 -0.81 0.44
-0.44 -4.01 -0.51
-0.43 2.34 0.26

For the HOMO energy, the calculation gives -0.3281 hartree. As for the gap between HOMO and LUMO: 8.411 eV.

A 6-piece molecular cluster, C34H65NO17 overall, computed with ωB97M-V/def2-TZVPD.

Each line ends with the Mulliken charge.
Element x y z (Å)
C  5.655770  2.973182  1.395556  -0.099
C  4.784296  2.809025  0.570253  -1.006
C  3.688001  2.506292  -0.515874  -0.261
C  3.942725  0.979905  -0.953808  0.249
O  4.845821  1.037993  -2.050699  -0.410
C  5.288266  -0.265962  -2.468833  -0.781
C  6.687182  -0.727992  -1.840564  0.542
C  6.558020  -2.252138  -1.372261  -1.505
C  7.254887  0.247992  -0.727698  1.120
C  7.896499  1.527001  -1.466348  -1.179
C  8.404192  -0.394029  0.169887  -1.456
O  2.712038  0.310098  -1.228837  0.137
C  2.546371  -0.900396  -0.462737  0.448
C  1.879991  -0.536486  0.927265  -0.371
C  2.666544  -0.554360  2.049718  -0.783
C  1.634895  -1.943530  -1.283166  -0.549
N  2.294723  -3.269121  -1.461351  -0.640
H  6.449209  2.736975  2.145878  0.358
H  2.646510  2.682813  -0.140863  0.332
H  3.937287  3.203067  -1.373153  0.340
H  4.381509  0.490845  -0.025968  0.079
H  4.502247  -1.073502  -2.353752  0.117
H  5.463682  -0.188997  -3.590119  0.278
H  7.458545  -0.733576  -2.675083  0.576
H  5.654958  -2.776290  -1.822354  0.350
H  6.503401  -2.383775  -0.257657  0.279
H  7.455097  -2.813754  -1.785384  0.294
H  6.485041  0.658622  -0.019823  -0.455
H  8.066625  1.319580  -2.557288  0.272
H  8.820500  1.810830  -0.893231  0.407
H  7.170185  2.391848  -1.397820  0.163
H  8.100078  -1.362776  0.656962  0.341
H  9.379465  -0.522762  -0.385642  0.331
H  8.592654  0.341371  1.015302  0.401
H  3.500895  -1.451608  -0.227911  0.267
H  0.801777  -0.231388  0.967351  0.267
H  3.780302  -0.527667  1.926930  0.150
H  2.256827  -0.534079  3.091515  0.297
H  1.347772  -1.487921  -2.276819  0.110
H  0.698530  -2.107427  -0.678831  0.371
H  3.313465  -3.192900  -1.429137  0.239
H  1.978619  -3.859997  -0.685573  0.319
C  -1.048626  0.672566  -2.060561  -0.460
C  -1.636941  1.778594  -1.207746  -0.328
O  -3.068091  1.771734  -1.273962  -0.365
C  -3.675299  0.852523  -0.514048  0.746
O  -3.130475  0.057686  0.212362  -0.567
O  -4.995554  0.950725  -0.717373  -0.349
C  -5.765098  -0.033532  -0.026647  -0.653
H  -1.429464  0.731866  -3.082696  0.403
H  0.041148  0.742059  -2.083336  -0.258
H  -1.322654  -0.312093  -1.675722  0.326
H  -1.310848  2.746748  -1.591518  0.323
H  -1.297358  1.711666  -0.171126  0.301
H  -5.524352  -0.050491  1.036940  0.300
H  -5.600070  -1.015034  -0.473836  0.300
H  -6.817024  0.225982  -0.138210  0.276
C  -7.457628  -4.467329  2.824012  -0.930
C  -8.186739  -3.140723  2.739393  -0.193
O  -8.590169  -2.860831  1.391191  -0.304
C  -9.688059  -3.498918  0.972939  0.753
O  -10.356114  -4.263698  1.624142  -0.614
O  -9.904070  -3.162979  -0.305707  -0.322
C  -11.005150  -3.843364  -0.907619  -0.624
H  -6.627322  -4.494418  2.114298  0.288
H  -7.069122  -4.629661  3.830665  0.378
H  -8.119249  -5.298544  2.572980  0.125
H  -7.513115  -2.335248  3.036801  0.311
H  -9.044929  -3.109728  3.414483  0.287
H  -11.910399  -3.740078  -0.308266  0.287
H  -10.757620  -4.896529  -1.051213  0.288
H  -11.182055  -3.391418  -1.882710  0.223
C  4.672597  7.335470  1.721002  -1.123
C  5.419929  6.863318  2.952307  -0.172
O  6.828760  7.088345  2.812739  -0.333
C  7.238196  8.342837  3.035992  0.759
O  6.539256  9.274139  3.348577  -0.547
O  8.561644  8.391653  2.827863  -0.338
C  9.120950  9.698683  2.951109  -0.637
H  5.092682  6.881756  0.820381  0.277
H  3.614795  7.075253  1.789029  0.341
H  4.753831  8.417461  1.600799  0.362
H  5.283821  5.786738  3.068571  0.266
H  5.039364  7.336661  3.860419  0.329
H  8.847677  10.158783  3.901284  0.295
H  8.797238  10.321731  2.115776  0.288
H  10.205221  9.601003  2.912739  0.225
C  1.301547  6.640924  -5.985018  -1.096
C  1.657992  5.420424  -6.810823  -0.136
O  2.548350  4.557581  -6.093137  -0.410
C  1.974618  3.774230  -5.169962  0.668
O  0.797635  3.729198  -4.908711  -0.569
O  2.938298  3.065562  -4.568559  -0.358
C  2.472714  2.242203  -3.496794  -0.349
H  2.205653  7.148860  -5.641416  0.295
H  0.702472  7.340704  -6.570454  0.356
H  0.733979  6.363058  -5.095005  0.302
H  2.186157  5.732519  -7.713373  0.291
H  0.766176  4.876628  -7.130776  0.299
H  1.646192  1.605655  -3.816319  0.386
H  2.171060  2.866700  -2.654893  0.255
H  3.301454  1.602659  -3.179545  0.139
C  -9.433700  -10.472761  5.616646  -1.083
C  -8.758426  -10.231916  4.280748  -0.167
O  -9.715950  -9.864558  3.280765  -0.374
C  -10.124011  -8.588449  3.312708  0.777
O  -9.751023  -7.742793  4.087905  -0.562
O  -11.036814  -8.420047  2.348696  -0.353
C  -11.622466  -7.115661  2.322398  -0.252
H  -10.243140  -11.198845  5.511789  0.291
H  -8.715858  -10.845398  6.349612  0.355
H  -9.877351  -9.554475  6.005673  0.305
H  -8.288366  -11.155314  3.938147  0.287
H  -7.971025  -9.478542  4.357954  0.297
H  -10.859169  -6.338003  2.290453  0.022
H  -12.270598  -6.982642  3.190510  0.289
H  -12.230119  -7.039727  1.421301  0.215

Forces on atoms 1 to 6 (eV/Å):
0.45 -1.23 0.44
-1.38 -0.14 -0.86
2.08 0.24 0.52
-0.17 1.20 1.58
-0.72 -1.36 0.97
1.04 -0.40 -1.22

For the HOMO energy, the calculation gives -0.3504 hartree. As for the gap between HOMO and LUMO: 10.160 eV. The calculation puts the relative energy (zero: lowest compared OMol25 entry of this formula, charge and spin) at 0.000 eV.